Formula: C2H7ClN3
Source: the OMol25 dataset
Level of theory: the ωB97M-V functional and the def2-TZVPD basis

```
13
Properties=species:S:1:pos:R:3:forces:R:3
N -2.11468 0.49167 -0.88750 -1.0 0.2 0.6
C -0.89094 0.11517 -0.55401 -0.9 -0.9 -4.5
N -0.45329 -0.20237 0.59198 0.3 0.2 2.8
C 0.89716 -0.66977 0.76994 2.5 3.1 -3.7
N 1.85024 0.50630 -0.18258 -3.5 -1.0 4.1
Cl 1.35144 -0.64135 2.39619 0.2 -0.3 0.8
H -2.42985 0.56927 -1.85570 0.7 0.0 0.4
H -2.91022 0.58244 -0.23091 1.1 0.0 -0.3
H -0.22358 -0.14613 -1.44288 -0.8 0.7 1.4
H -0.89310 0.10005 1.45778 -0.3 -0.2 -0.2
H 1.04099 -1.58256 0.20630 0.1 -0.4 0.5
H 2.45371 0.94936 0.53211 -0.1 -0.6 -0.9
H 2.32211 -0.07209 -0.80073 1.8 -1.1 -1.2
```
Forces are in eV/Å.

**Multiplicity**: 1
**ΔE to the lowest compared entry with this formula, charge and spin**: 1.457 eV
**Net charge**: +1
**E_LUMO**: -3.846 eV
**Kohn-Sham gap**: 10.40 eV

Electronic structure analysis, natural (NBO) charges in units of e: -0.718, 0.426, -0.548, 0.032, -0.826, 0.103, 0.445, 0.431, 0.246, 0.440, 0.223, 0.387, 0.359

Formula: C4H4CoO5
Source: the OMol25 dataset
Level of theory: the ωB97M-V functional and the def2-TZVPD basis

```
14
Properties=species:S:1:pos:R:3:forces:R:3
O 0.62928 0.20800 0.93519 0.3 -0.4 -0.6
H -0.23625 -0.41634 -2.86722 0.0 0.0 0.2
O -1.54524 0.71552 0.89503 -0.3 -0.3 -0.2
O -0.41332 0.58881 -1.09401 0.1 0.1 -0.2
C 0.20208 -0.41819 -1.86005 0.1 0.1 0.0
C -0.09445 -1.72017 -1.07793 0.1 0.0 0.1
O -0.86966 -1.29138 0.01367 -0.1 -0.3 0.0
C -0.54742 0.09475 0.25336 0.0 -0.7 -1.4
H 1.28713 -0.24536 -1.95085 -0.2 0.0 0.0
H 0.83679 -2.20392 -0.73951 -0.2 0.1 -0.1
H -0.67471 -2.44653 -1.66266 0.1 0.1 0.1
Co -0.31855 1.09662 2.22394 0.1 1.3 2.3
C 0.45782 2.71203 3.16683 1.2 0.9 0.2
O 1.28650 3.32615 3.76421 -1.2 -0.9 -0.4
```
Forces are in eV/Å.

**Multiplicity**: 5
**Net charge**: -1
**E_LUMO (spin up / spin down)**: 3.861 / 3.486 eV
**Kohn-Sham gap (spin up / spin down)**: 5.64 / 8.85 eV

Electronic structure analysis, natural (NBO) charges in units of e: -0.902, 0.159, -0.867, -0.548, -0.091, -0.092, -0.551, 0.887, 0.156, 0.156, 0.159, 1.169, -0.057, -0.578

Formula: C15H40B3CuF12O15S5
Source: the OMol25 dataset
Level of theory: the ωB97M-V functional and the def2-TZVPD basis

```
91
Properties=species:S:1:pos:R:3:forces:R:3
Cu 14.28703 23.27380 18.11528 0.5 0.1 -0.2
B 12.78967 22.51467 20.39629 -1.7 -0.6 3.5
F 12.98251 23.66746 19.72180 1.3 3.3 -1.8
F 13.01859 21.55978 19.51904 1.0 -3.0 -2.0
F 13.64186 22.44312 21.51857 0.3 0.0 0.0
F 11.47011 22.47773 20.82492 -0.5 0.1 0.4
B 17.14933 23.82093 16.68911 0.3 -0.6 -0.3
F 15.78485 23.50844 16.57215 -2.2 0.3 0.4
F 17.56470 23.05539 17.73671 1.3 -0.3 1.9
F 17.77613 23.36202 15.57138 0.6 0.1 -1.3
F 17.34241 25.16907 16.89625 0.0 0.8 0.2
B 12.77993 22.65441 16.11328 -0.1 -0.8 -0.9
F 11.78781 22.14275 15.36628 -1.7 -0.4 -0.8
F 12.34593 23.41980 17.19219 -0.8 1.0 1.3
F 13.47306 21.60120 16.69190 1.0 -0.8 0.7
F 13.61390 23.42887 15.38714 0.8 1.1 -1.1
O 7.01146 27.59578 16.33408 -0.5 -2.9 -0.3
S 6.87752 26.16531 15.97596 1.2 0.6 -0.3
O 6.99892 25.79593 14.55828 -0.3 0.4 2.8
O 7.98484 25.26842 16.82130 -1.1 1.0 -2.4
C 8.43168 25.67285 18.08872 0.0 -0.7 2.2
C 8.85692 24.37407 18.81006 -0.3 0.4 -0.8
C 5.35096 25.38481 16.69864 0.6 0.8 0.0
H 7.62047 26.00872 18.73466 -0.5 0.6 -0.4
H 9.19062 26.45509 18.07384 0.1 -0.2 -0.4
H 9.77751 23.97330 18.38581 0.1 0.0 0.5
H 8.06936 23.64788 18.60880 0.0 -0.1 0.0
H 8.82558 24.53428 19.88777 0.7 0.0 -0.1
H 4.72008 25.11556 15.85153 0.0 0.0 0.3
H 4.89612 26.09834 17.38573 -0.1 0.3 -0.4
H 5.61340 24.54106 17.33686 0.3 -0.2 -0.6
O 15.64932 19.47444 16.90991 1.2 1.2 3.5
S 16.08140 20.18705 18.14100 -1.8 -0.2 -1.7
O 15.51806 21.53707 18.32258 1.3 -2.1 0.5
O 15.71343 19.32291 19.47342 -0.2 0.7 -1.4
C 15.95478 19.96235 20.77500 0.4 -0.7 0.0
C 15.33537 19.09862 21.84350 -0.4 0.6 0.3
C 17.88681 20.22599 18.23974 -0.5 1.1 0.5
H 15.51177 20.95524 20.85258 0.3 0.1 -0.5
H 17.04089 19.93156 20.86164 0.0 0.6 0.3
H 15.68554 18.06643 21.85240 -0.3 0.1 -0.2
H 14.25416 19.22902 21.79785 -0.1 -0.6 -0.3
H 15.55611 19.55820 22.80691 0.4 0.0 0.1
H 18.20414 20.85111 17.40509 0.1 -0.5 -0.2
H 18.37547 19.26676 18.41057 -0.5 -0.1 -0.6
H 18.12221 20.84063 19.10859 -0.2 0.1 0.1
O 17.36318 23.34302 21.60217 -1.5 1.9 -1.7
S 16.57733 24.38256 20.90110 -0.4 -1.6 0.0
O 15.65881 24.00052 19.80425 2.0 1.3 2.8
O 15.74126 25.20321 22.07392 0.0 -0.7 -2.0
C 16.25119 25.11444 23.38302 0.9 0.6 2.0
C 15.98989 26.43515 24.16570 -0.1 -0.1 -0.3
C 17.67658 25.73104 20.39907 -0.4 -0.5 -0.4
H 17.32380 24.92051 23.38219 0.1 0.2 -0.3
H 15.85197 24.25794 23.92627 -0.4 0.0 -0.2
H 15.05485 26.42682 24.72582 -0.1 0.0 -0.3
H 16.00550 27.29903 23.50120 -0.2 -0.1 -0.2
H 16.75810 26.68959 24.89592 0.3 -0.6 0.0
H 17.11376 26.65438 20.26201 -0.2 -0.2 0.4
H 18.10099 25.52373 19.41672 0.1 -0.5 0.1
H 18.42796 25.78201 21.18706 -0.1 0.2 -0.1
O 10.12921 17.54332 18.05426 1.9 -0.3 -1.3
S 11.42572 17.51364 17.36041 0.0 0.9 0.4
O 12.28754 16.34294 17.43919 -1.3 1.3 -0.4
O 11.20380 17.83817 15.74567 0.7 -1.0 2.2
C 10.33610 18.88286 15.36314 -1.1 0.2 -2.0
C 9.84456 18.47164 13.92169 -0.3 1.4 0.3
C 12.34345 19.02814 17.79769 -0.6 -0.5 -0.1
H 10.78439 19.87184 15.26795 0.9 -0.2 0.1
H 9.50656 19.09392 16.03799 -0.1 -0.9 0.2
H 10.03459 17.46630 13.54582 0.0 -0.1 0.7
H 10.29362 19.14443 13.19107 0.2 0.0 0.0
H 8.78196 18.70398 13.85093 -0.2 -0.3 0.0
H 12.66991 19.03003 18.83765 0.0 -0.4 -0.1
H 11.62198 19.83867 17.69469 0.1 0.0 -0.1
H 13.17994 19.16473 17.11232 -0.1 -0.2 0.1
O 14.14713 25.42370 17.78960 -0.3 1.0 0.5
S 13.66290 26.75384 17.49387 -0.1 1.1 -2.3
O 12.23296 27.03794 17.40906 2.2 -0.6 0.4
O 14.35583 27.85623 18.49608 -0.4 -0.8 -2.2
C 13.91354 27.75098 19.82206 0.2 -0.5 1.8
C 14.79379 28.61676 20.68861 0.6 -0.4 0.5
C 14.54684 27.24735 15.91262 -0.4 -0.1 0.4
H 14.05944 26.71276 20.12022 -0.4 -0.2 0.2
H 12.87776 28.05667 19.96982 -0.1 -0.2 -0.4
H 14.88900 28.20195 21.69209 -0.9 0.1 0.3
H 14.44398 29.64878 20.71479 0.5 0.0 0.0
H 15.84410 28.48603 20.42812 0.0 0.6 -0.8
H 14.36035 26.51628 15.12595 -0.3 -0.5 0.5
H 15.62771 27.26769 16.05198 -0.1 -0.1 0.5
H 14.19414 28.19036 15.49496 -0.2 0.1 0.6
```
Forces are in eV/Å.

**Multiplicity**: 2
**ΔE to the lowest compared entry with this formula, charge and spin**: 2.188 eV
**Net charge**: -1
**E_LUMO (spin up / spin down)**: 1.687 / -0.397 eV
**Kohn-Sham gap (spin up / spin down)**: 9.98 / 7.90 eV

Electronic structure analysis, Löwdin charges in units of e: 0.888, -1.440, 0.176, 0.224, 0.114, 0.141, -1.376, 0.123, 0.140, 0.171, 0.147, -1.432, 0.202, 0.141, 0.140, 0.191, -0.323, 0.702, -0.307, -0.279, -0.292, -0.041, -0.094, 0.107, 0.118, 0.078, 0.074, 0.082, 0.060, 0.058, 0.060, -0.271, 0.739, -0.324, -0.258, -0.241, -0.060, -0.093, 0.103, 0.110, 0.082, 0.086, 0.082, 0.072, 0.081, 0.060, -0.295, 0.751, -0.285, -0.256, -0.279, -0.050, -0.068, 0.102, 0.124, 0.074, 0.055, 0.070, 0.056, 0.072, 0.073, -0.324, 0.685, -0.306, -0.268, -0.269, -0.054, -0.103, 0.100, 0.112, 0.071, 0.063, 0.061, 0.070, 0.069, 0.055, -0.291, 0.730, -0.266, -0.242, -0.294, -0.057, -0.061, 0.112, 0.128, 0.060, 0.084, 0.068, 0.076, 0.064, 0.063

Formula: C9H16Si2
Source: the OMol25 dataset
Level of theory: the ωB97M-V functional and the def2-TZVPD basis

```
27
Properties=species:S:1:pos:R:3:forces:R:3
C 0.43777 -0.20240 -4.03992 1.4 0.7 5.6
C 0.51479 1.00982 -3.28459 -0.2 -0.3 -3.3
C 0.72597 -1.38104 -3.33414 -1.2 0.7 -0.1
C 0.55353 0.98969 -1.95119 0.0 0.9 1.3
C 0.71815 -1.39513 -1.93149 1.0 0.5 -0.6
C 0.57765 -0.17802 -1.26875 0.1 -2.2 2.5
C 1.68678 -1.48954 1.32023 -0.2 -0.4 1.7
C -2.24028 1.88643 1.40616 0.8 -2.0 0.7
C -1.04635 -0.02085 3.55874 -1.4 0.3 1.3
Si 0.61852 -0.11537 0.65480 1.8 2.2 -1.1
Si -1.40167 0.15612 1.73730 -0.5 1.3 0.8
H 0.34299 -0.15174 -5.02635 -0.2 0.0 -4.1
H 0.63280 1.96945 -3.79434 -0.4 -0.3 -0.1
H 0.85563 -2.27529 -3.89630 0.1 -0.7 -0.2
H 0.65963 1.86563 -1.34435 -0.1 0.7 -0.1
H 1.07763 -2.26632 -1.37375 -0.6 0.1 -0.3
H 2.28364 -0.96907 2.08693 0.0 -0.2 -0.1
H 1.20131 -2.33819 1.89664 0.4 0.9 -1.1
H 2.39520 -1.83036 0.57453 0.0 -0.3 -0.1
H -1.41522 2.58253 1.29612 -0.3 0.5 0.2
H -2.61328 1.60721 0.43505 -0.8 0.7 -0.5
H -3.00355 2.11393 2.18871 0.6 0.0 -0.9
H -1.88280 0.29347 4.29561 0.9 -0.9 -1.4
H -0.67679 -1.02149 3.79730 0.0 0.2 0.2
H -0.30806 0.71865 3.79689 0.9 0.3 0.1
H 1.59048 1.36750 0.85281 -1.6 -2.1 -0.1
H -2.28447 -0.92564 1.34734 -0.5 -0.5 -0.3
```
Forces are in eV/Å.

**Multiplicity**: 1
**ΔE to the lowest compared entry with this formula, charge and spin**: 0.000 eV
**E_LUMO**: 0.876 eV
**Kohn-Sham gap**: 9.79 eV

Electronic structure analysis, natural (NBO) charges in units of e: -0.195, -0.190, -0.202, -0.238, -0.223, -0.399, -1.135, -1.040, -1.101, 0.929, 0.917, 0.201, 0.210, 0.208, 0.215, 0.212, 0.253, 0.248, 0.247, 0.237, 0.231, 0.244, 0.246, 0.237, 0.234, -0.175, -0.173

Question: Number 4 is which compound?
Answer: C9H16Si2

Question: multiplicity of number 3 (C15H40B3CuF12O15S5)?
Answer: 2